# 1
ORCA calculation (ωB97M-V/def2-TZVPD) on a structure of composition C11H25BFeNO3 at a distorted geometry.

```
! wB97M-V def2-TZVPD RIJCOSX def2/J DEFGRID3
* xyz 1 5
C 4.51848 1.08877 0.59310
C 4.65252 0.18056 -0.64121
C 3.31250 -0.07985 -1.36641
C 2.80725 -1.53741 -1.31609
C 1.29020 -1.59235 -1.05910
C 0.98491 -1.63697 0.45221
C -0.22712 -0.79883 0.81510
C -0.86972 -1.09314 2.22625
O -2.23712 -0.90853 2.07328
B -2.43452 -0.43590 0.72451
C -3.87105 -0.34723 0.07141
C -3.82894 0.66344 -1.09192
O -2.56555 0.71158 -1.74304
C -4.02919 2.07353 -0.53463
N -3.09367 2.30752 0.58450
O -1.31288 -1.02001 -0.00169
H 5.41464 1.69205 0.75849
H 3.66872 1.77504 0.49341
H 4.37016 0.49389 1.50279
H 5.05059 -0.78728 -0.31382
H 5.38078 0.59924 -1.33770
H 3.40029 0.22965 -2.41111
H 2.55195 0.57588 -0.91780
H 3.32167 -2.06485 -0.50596
H 3.01634 -2.03859 -2.26302
H 0.82865 -0.69627 -1.49270
H 0.82526 -2.44331 -1.55979
H 1.86439 -1.21195 0.96619
H 0.83894 -2.66333 0.79716
H 0.08657 0.29739 0.66654
H -0.64728 -2.11682 2.55029
H -0.49959 -0.46973 3.11258
H -2.11995 0.94415 0.83686
H -4.18727 -1.34829 -0.24217
H -4.58826 0.02111 0.81516
H -4.60879 0.45892 -1.83453
H -2.40239 -0.11998 -2.18978
H -5.05890 2.20166 -0.19158
H -3.81571 2.77342 -1.34523
H -2.69647 3.23684 0.59441
H -3.53263 2.13303 1.47895
Fe 0.44219 0.95291 2.24605
*
```

The HOMO-LUMO gap (spin up / spin down) comes out at 6.66 / 7.24 eV. The calculation puts the total energy at -2002.789330 Ha.

***

# 2
ORCA calculation (ωB97M-V/def2-TZVPD) on the molecule C5H13NO at a distorted geometry.

```
! wB97M-V def2-TZVPD RIJCOSX def2/J DEFGRID3
* xyz 0 1
C -1.30431 0.05396 1.18435
C -0.66235 -0.60682 -0.07750
C -1.56186 -0.35049 -1.31805
C 0.82041 -0.33522 -0.22452
N 1.53823 -0.97537 0.90007
C 1.12078 1.16437 -0.15350
O 2.47593 1.37031 -0.56956
H -1.37867 1.14671 1.07888
H -0.65015 0.01337 2.08038
H -2.24844 -0.47678 1.30361
H -0.81296 -1.66322 0.20770
H -0.97217 -0.78454 -2.12909
H -1.85311 0.66082 -1.66781
H -2.57360 -0.74773 -1.10851
H 1.05933 -0.71077 -1.28923
H 1.01387 -1.48651 1.58846
H 1.97128 -1.60687 0.23442
H 0.47331 1.83013 -0.84122
H 0.91772 1.29378 0.91618
H 2.62678 2.21087 -0.11507
*
```

As for the SMILES: CC(C)[C@H](N)CO. As for the energy above the lowest of the compared OMol25 structures with the same formula, charge and spin: 49.8 kcal per mole. The HOMO-LUMO gap comes out at 10.48 eV. The calculation puts the total energy at -328.239429 Ha.

***

# 3
ORCA calculation (ωB97M-V/def2-TZVPD) on the molecule C4H11NS2 at a distorted geometry.

```
! wB97M-V def2-TZVPD RIJCOSX def2/J DEFGRID3
* xyz 0 1
C 1.78132 2.56840 0.85117
C 1.82680 1.81201 -0.46835
S 1.63065 -0.00702 -0.27409
S 0.30783 -0.28199 1.23754
C -1.23359 -0.72390 0.42244
C -1.17157 -1.82881 -0.64500
N -2.10123 -2.90676 -0.37730
H 1.92096 3.63137 0.62066
H 0.83844 2.45295 1.36280
H 2.59818 2.30748 1.52423
H 0.96790 2.13244 -1.06318
H 2.73816 2.04197 -1.01421
H -1.83821 -1.11238 1.24473
H -1.82832 0.10110 0.01886
H -1.36754 -1.37667 -1.61753
H -0.17485 -2.26113 -0.71208
H -1.80600 -3.81469 -0.68907
H -3.08894 -2.73437 -0.42163
*
```

As for the SMILES: CCSSCCN. As for the energy above the lowest of the compared OMol25 structures with the same formula, charge and spin: 11.0 kcal per mole. The HOMO-LUMO gap comes out at 9.45 eV. The calculation puts the total energy at -1010.120919 Ha.